(1)
A molecular structure, C24H38As2N4OSZr. Source: the OMol25 dataset; level of theory: wB97M-V/def2-TZVPD.

The value obtained for the gap between HOMO and LUMO is 0.2663 Eh. Its energy above the lowest of the compared OMol25 structures with the same formula, charge and spin is 14.5 kcal/mol. The strongest force on any atom is 0.0111 Eh/bohr. The calculation puts the LUMO energy at -0.45674 Eh. As for the molecular weight: 671.73 g mol⁻¹. As for the total charge: +4.

Each line ends with the Löwdin charge.
CARTESIAN COORDINATES (ANGSTROEM)
Zr  0.47847  -0.20184  -0.86149  1.1930
C  -1.06032  -4.41477  -1.29732  -0.1940
As  -0.53415  -2.72743  -0.52664  1.0412
C  -2.01374  -2.19936  0.61243  -0.2544
C  0.90792  -3.06755  0.70951  -0.4493
C  0.70033  -3.63400  1.96708  -0.0684
C  1.78257  -3.86394  2.80384  -0.0118
C  3.06862  -3.51169  2.40594  -0.0102
C  3.28839  -2.93834  1.16212  -0.0682
C  2.21094  -2.73367  0.29973  -0.4504
As  2.45569  -2.01701  -1.47638  1.0890
C  4.33065  -1.63100  -1.66830  -0.2407
C  2.11850  -3.43072  -2.75689  -0.2349
H  -1.09918  -5.10697  -0.45513  0.0662
H  -0.33164  -4.74865  -2.02911  0.0325
H  -2.04176  -4.31441  -1.75737  0.0610
H  -2.21085  -3.00871  1.31640  0.0535
H  -2.88614  -2.03686  -0.01900  0.0436
H  -1.80230  -1.29392  1.18579  0.0232
H  -0.29022  -3.91925  2.29933  0.1147
H  1.62632  -4.33139  3.76715  0.1347
H  3.90646  -3.70415  3.06298  0.1353
H  4.29998  -2.69087  0.86704  0.1101
H  4.67144  -0.87642  -0.96340  0.0466
H  4.51438  -1.30760  -2.69167  0.0510
H  4.85106  -2.57443  -1.49394  0.0647
H  2.24436  -4.38269  -2.24085  0.0639
H  2.85971  -3.35009  -3.55174  0.0573
H  1.12694  -3.34847  -3.19481  0.0263
C  0.68350  3.03620  -3.12590  0.0466
C  1.81077  2.22680  -2.60732  -0.4334
N  3.04036  2.53249  -2.89877  0.2899
O  1.60236  1.17872  -1.86558  -0.2872
H  1.02299  4.00325  -3.49006  0.1182
H  -0.06469  3.17809  -2.34782  0.0779
H  0.21760  2.48981  -3.95039  0.1202
H  3.25877  3.34704  -3.46048  0.1702
H  3.81288  1.97043  -2.56659  0.1573
N  0.70890  0.38412  1.18193  0.0467
C  0.93485  0.66035  2.29496  -0.0364
C  1.19899  0.99094  3.62530  -0.2142
C  2.37998  1.70063  3.92807  0.0110
C  2.62328  2.03021  5.24349  -0.0094
C  1.70882  1.66097  6.23011  0.0263
C  0.54285  0.95683  5.92653  -0.0107
C  0.27313  0.61304  4.62029  0.0079
H  3.07352  1.98067  3.14706  0.1296
H  3.51751  2.57539  5.51144  0.1353
H  1.90887  1.92857  7.26003  0.1402
H  -0.14564  0.68546  6.71455  0.1348
H  -0.62535  0.06882  4.36261  0.1270
C  -5.47027  2.83480  -3.09763  -0.0492
C  -5.37932  1.53646  -2.31787  -0.1772
N  -4.05975  0.87000  -2.47458  0.0308
C  -2.97892  1.13833  -1.77695  -0.6550
S  -1.56980  0.17375  -2.26979  0.6388
N  -2.98513  2.04142  -0.81367  0.0591
C  -1.87708  2.49870  0.02017  -0.2482
C  -1.85530  4.01234  0.13069  -0.0440
H  -6.44343  3.29062  -2.92101  0.1024
H  -5.37457  2.65675  -4.16748  0.0937
H  -4.70519  3.55198  -2.79489  0.0747
H  -6.11225  0.80471  -2.65238  0.1392
H  -5.56302  1.66778  -1.24849  0.1236
H  -3.96079  0.21332  -3.23649  0.1419
H  -3.86952  2.51131  -0.65262  0.1536
H  -0.95257  2.13978  -0.45234  0.0360
H  -1.95661  2.03299  1.00610  0.1233
H  -1.84880  4.48521  -0.85090  0.0893
H  -0.97071  4.33094  0.68120  0.0937
H  -2.72366  4.37619  0.68020  0.1005

(2)
A molecular structure, C21H22Cl2CoN2O9S2 in a non-equilibrium geometry. Source: the OMol25 dataset; level of theory: wB97M-V/def2-TZVPD.

The value obtained for the gap between HOMO and LUMO is 0.2836 Eh. Its energy above the lowest of the compared OMol25 structures with the same formula, charge and spin is 1.2 kcal/mol. The strongest force on any atom is 0.0367 Eh/bohr. The calculation puts the LUMO energy at 0.07047 Eh. As for the molecular weight: 640.39 g mol⁻¹. As for the total charge: -1.

Each line ends with the Löwdin charge.
CARTESIAN COORDINATES (ANGSTROEM)
Co  -0.23039  -0.54239  0.09311  0.3984
C  2.21588  -4.76344  5.55090  -0.0583
C  2.33768  -4.09474  4.20826  -0.2758
C  2.24003  -4.82993  3.03079  -0.0355
C  2.30300  -4.20848  1.79268  -0.0601
C  2.47654  -2.83850  1.72872  -0.2973
C  2.58308  -2.08475  2.88708  -0.0560
C  2.51202  -2.71450  4.11840  -0.0390
S  2.59030  -2.05157  0.14116  0.6084
O  1.95462  -2.92024  -0.80482  -0.3086
O  3.98209  -1.73512  -0.06071  -0.2917
N  1.72448  -0.69123  0.32594  -0.1639
C  2.31392  0.55528  0.45493  -0.2159
C  3.58632  0.89903  0.88932  -0.0176
C  3.98992  2.24843  0.93252  -0.0760
C  3.17904  3.27888  0.55144  -0.0577
C  1.86796  2.98451  0.12036  -0.1542
C  0.93014  3.94655  -0.31432  -0.0013
C  -0.31915  3.56031  -0.71677  -0.0239
C  -0.67275  2.20387  -0.65071  -0.0527
N  0.18416  1.30460  -0.23606  0.0547
C  1.44909  1.63878  0.11119  -0.1247
H  2.41903  -5.83165  5.47957  0.0714
H  1.20684  -4.64374  5.95125  0.0814
H  2.90878  -4.32984  6.27282  0.0740
H  2.09465  -5.90250  3.08256  0.1100
H  2.18864  -4.77027  0.87584  0.1155
H  2.68503  -1.00665  2.82827  0.1094
H  2.58041  -2.12420  5.02500  0.1112
H  4.28891  0.13366  1.16179  0.0947
H  4.99680  2.46236  1.27142  0.1032
H  3.51923  4.30652  0.57347  0.1046
H  1.21888  4.99096  -0.33082  0.1165
H  -1.05015  4.27640  -1.06418  0.1084
H  -1.66364  1.84760  -0.89980  0.1392
C  -0.74676  1.69899  3.06488  0.0098
C  -1.16776  0.28684  2.67541  -0.4728
C  -1.56960  -0.53261  3.88892  -0.0045
O  -0.03410  -0.33593  2.00849  -0.1543
C  -2.34479  0.39267  1.67425  -0.5856
O  -3.42169  0.86058  2.02510  0.0597
O  -2.01467  0.00681  0.50806  -0.0872
H  0.03956  1.65759  3.82280  0.0910
H  -1.60542  2.24277  3.45232  0.0950
H  -0.35650  2.22940  2.19542  0.0753
H  -0.74431  -0.57156  4.60502  0.0875
H  -1.82476  -1.55058  3.58858  0.0869
H  -2.44352  -0.08343  4.35649  0.0936
H  -0.19378  -1.30734  1.99688  -0.0751
O  -0.93713  -0.29578  -3.93654  -0.2695
S  -1.05136  -1.17225  -2.81649  0.4579
O  -0.04155  -0.78997  -1.75030  -0.3638
O  -2.33542  -1.43283  -2.24422  -0.2667
O  -0.46908  -2.56217  -3.40849  -0.2801
Cl  -1.52749  -4.96416  -3.33007  0.5511
C  -0.50806  -3.68999  -2.57716  -0.6347
Cl  -0.73717  -2.59685  0.80774  0.4177
H  0.48921  -4.09891  -2.48845  0.0695
H  -0.94043  -3.47829  -1.60642  0.0087